Record 1
ORCA calculation (ωB97M-V/def2-TZVPD) on a molecular structure, C38H102CdF12N2O25S4 at a distorted geometry.

Structure (XYZ):
```
184
Properties=species:S:1:pos:R:3
Cd 0.40 1.56 2.27
C -3.10 3.76 3.11
F -4.02 4.40 3.77
F -3.66 2.69 2.54
F -2.61 4.58 2.22
S -1.64 3.22 4.25
O -0.54 4.21 3.99
O -2.14 3.19 5.63
N -1.06 1.74 3.51
S -1.96 0.60 4.29
O -3.26 0.96 4.86
O -1.96 -0.62 3.47
C -0.86 0.10 5.81
F 0.31 -0.26 5.33
F -0.69 1.13 6.59
F -1.44 -0.89 6.51
C 2.53 -1.08 0.15
F 2.32 -0.39 -0.97
F 2.89 -2.31 -0.20
F 3.45 -0.43 0.88
S 0.88 -1.21 1.11
O 0.21 -2.47 0.71
O 1.29 -1.14 2.51
N 0.11 0.31 0.81
S -1.09 -0.14 -0.12
O -0.69 -0.76 -1.39
O -2.16 -0.86 0.58
C -1.88 1.55 -0.65
F -2.00 2.32 0.45
F -1.09 2.12 -1.50
F -3.06 1.39 -1.25
C 6.18 0.81 4.55
C 5.35 0.16 3.46
O 4.13 -0.29 3.90
H 7.24 0.91 4.31
H 6.18 0.26 5.49
H 5.75 1.78 4.79
H 5.94 -0.67 3.07
H 5.26 0.87 2.63
H 4.25 -1.21 4.15
C 1.17 0.68 -3.69
C 1.38 0.51 -5.18
O 1.01 1.72 -5.85
H 1.65 -0.17 -3.19
H 0.14 0.65 -3.32
H 1.74 1.54 -3.34
H 0.87 -0.36 -5.60
H 2.43 0.38 -5.46
H 1.15 1.62 -6.79
C -2.81 -2.24 -3.40
C -3.16 -3.08 -2.19
O -4.46 -2.74 -1.68
H -3.00 -1.19 -3.17
H -3.44 -2.62 -4.21
H -1.77 -2.37 -3.68
H -2.44 -2.86 -1.40
H -3.05 -4.15 -2.33
H -4.58 -3.29 -0.91
C -5.57 1.16 -3.64
C -5.69 2.61 -4.13
O -6.02 2.53 -5.51
H -4.79 0.62 -4.18
H -6.47 0.61 -3.94
H -5.49 1.07 -2.55
H -4.83 3.27 -4.07
H -6.41 3.10 -3.47
H -6.07 3.43 -5.85
C -5.29 -0.04 0.90
C -6.65 -0.18 0.20
O -7.49 0.91 0.60
H -4.82 0.93 0.75
H -4.60 -0.74 0.44
H -5.31 -0.32 1.96
H -7.18 -1.11 0.41
H -6.39 -0.12 -0.85
H -7.78 0.63 1.47
C 2.28 2.54 5.39
C 2.56 2.70 3.88
O 2.20 1.54 3.16
H 2.83 1.74 5.89
H 1.23 2.45 5.68
H 2.53 3.45 5.93
H 3.59 2.98 3.66
H 1.97 3.57 3.58
H 2.87 0.87 3.33
C -0.64 -5.26 -0.45
C 0.88 -5.45 -0.40
O 1.33 -6.34 -1.43
H -0.89 -4.68 0.43
H -1.24 -6.18 -0.51
H -0.94 -4.61 -1.27
H 1.32 -5.80 0.54
H 1.39 -4.51 -0.63
H 2.29 -6.33 -1.41
C -3.33 -3.56 1.96
C -3.86 -5.03 1.62
O -4.72 -4.99 0.50
H -2.64 -3.52 2.81
H -4.24 -2.99 2.16
H -2.75 -3.26 1.10
H -4.33 -5.53 2.46
H -3.09 -5.75 1.33
H -4.52 -5.74 -0.06
C 0.89 -3.10 -3.35
C 1.83 -4.00 -4.24
O 2.94 -3.24 -4.74
H 0.05 -3.74 -3.08
H 0.55 -2.26 -3.95
H 1.42 -2.68 -2.50
H 1.25 -4.37 -5.09
H 2.12 -4.89 -3.69
H 3.38 -3.78 -5.41
C 4.15 -3.36 2.52
C 4.91 -3.60 3.84
O 4.45 -2.83 4.88
H 3.08 -3.49 2.65
H 4.51 -4.03 1.74
H 4.27 -2.32 2.21
H 5.97 -3.35 3.88
H 5.03 -4.68 3.98
H 3.80 -3.35 5.36
C 6.48 -2.19 -0.51
C 7.10 -1.06 0.25
O 8.02 -0.32 -0.51
H 5.86 -2.84 0.10
H 7.27 -2.83 -0.90
H 5.82 -1.94 -1.35
H 7.68 -1.49 1.06
H 6.29 -0.39 0.56
H 7.49 0.12 -1.17
C -2.37 2.96 -5.83
C -1.79 3.19 -4.47
O -0.48 3.59 -4.57
H -1.88 2.12 -6.33
H -2.22 3.85 -6.43
H -3.45 2.83 -5.82
H -1.85 2.24 -3.94
H -2.44 3.90 -3.96
H 0.06 2.89 -4.93
C 0.09 -3.46 4.59
C 0.31 -4.84 3.91
O 1.21 -5.67 4.67
H -0.57 -3.55 5.45
H -0.46 -2.87 3.85
H 1.01 -2.97 4.90
H 0.76 -4.68 2.93
H -0.61 -5.38 3.69
H 0.95 -6.58 4.50
C 5.56 -0.48 -4.03
C 5.19 0.62 -2.98
O 6.43 1.07 -2.45
H 6.04 -0.10 -4.93
H 4.73 -1.03 -4.48
H 6.28 -1.16 -3.59
H 4.55 0.23 -2.19
H 4.63 1.38 -3.52
H 6.93 1.47 -3.16
C -5.58 4.15 0.30
C -5.09 5.36 -0.53
O -6.02 6.36 -0.62
H -4.77 3.44 0.44
H -6.36 3.56 -0.19
H -5.86 4.37 1.33
H -4.90 4.98 -1.54
H -4.14 5.75 -0.16
H -6.79 5.90 -0.95
C -1.87 5.17 -1.58
C -1.20 6.21 -0.71
O -0.34 5.55 0.26
H -2.58 5.65 -2.25
H -2.40 4.43 -0.98
H -1.12 4.63 -2.16
H -1.90 6.73 -0.07
H -0.57 6.85 -1.32
H -0.13 6.26 0.86
C 1.94 2.87 -1.05
C 2.19 3.27 0.44
O 0.94 3.22 1.11
H 2.89 2.86 -1.59
H 1.14 3.42 -1.55
H 1.55 1.85 -1.13
H 2.57 4.29 0.41
H 3.01 2.73 0.90
H 0.43 3.98 0.82
```

Output
- ΔE to the lowest compared entry with this formula, charge and spin (eV) = 0.000
- net charge = 0
- Kohn-Sham gap (eV) = 9.545
- energy (eV) = -175733.9595
- highest occupied orbital energy (Ha) = -0.346

Record 2
ORCA calculation (ωB97M-V/def2-TZVPD) on 15 unconnected molecules or ions with the total composition C38H102F6N2O17S2 at a distorted geometry.

Structure (XYZ):
```
167
Properties=species:S:1:pos:R:3
N 0.97 2.69 -2.29
H 1.82 2.90 -2.81
H 1.12 1.95 -1.53
H 0.26 2.34 -3.00
H 0.68 3.57 -1.86
C -0.05 -1.18 -2.00
F 0.73 -2.16 -1.57
F 0.54 -0.56 -3.02
F -1.23 -1.65 -2.38
S -0.42 0.00 -0.63
O -1.24 1.00 -1.24
O -1.04 -0.77 0.39
N 1.11 0.68 -0.33
S 1.23 0.71 1.26
O 0.13 1.41 1.86
O 1.61 -0.55 1.83
C 2.69 1.80 1.52
F 2.64 2.84 0.66
F 2.64 2.27 2.76
F 3.82 1.15 1.35
O -0.74 1.72 -4.19
H -1.40 2.34 -4.52
H -0.30 1.35 -4.98
C 0.02 -4.02 1.24
C -0.57 -4.96 0.19
C 0.51 -5.44 -0.76
O -1.28 -6.07 0.73
H -0.73 -3.69 1.96
H 0.41 -3.17 0.70
H 0.83 -4.52 1.78
H -1.30 -4.34 -0.37
H 1.03 -6.28 -0.30
H 1.21 -4.64 -0.97
H 0.12 -5.80 -1.71
H -1.82 -5.75 1.46
C -6.20 -1.54 -1.56
C -5.93 -0.57 -0.42
C -4.65 0.20 -0.60
O -6.99 0.40 -0.34
H -5.34 -2.20 -1.74
H -6.29 -0.98 -2.50
H -7.09 -2.15 -1.42
H -5.91 -1.14 0.52
H -4.80 0.83 -1.48
H -3.76 -0.42 -0.60
H -4.48 0.87 0.25
H -7.83 -0.06 -0.39
C 3.89 4.35 7.37
C 3.70 2.99 6.75
C 4.67 2.76 5.61
O 3.78 2.01 7.78
H 4.90 4.41 7.79
H 3.19 4.57 8.18
H 3.75 5.13 6.61
H 2.69 2.96 6.31
H 4.56 3.56 4.87
H 4.50 1.86 5.03
H 5.72 2.79 5.90
H 3.96 1.16 7.37
C -1.52 4.46 1.28
C -3.01 4.40 1.17
C -3.71 5.17 2.27
O -3.37 4.98 -0.10
H -1.16 5.49 1.20
H -1.10 3.96 0.40
H -1.11 4.00 2.17
H -3.33 3.35 1.16
H -3.36 6.20 2.32
H -3.49 4.71 3.24
H -4.80 5.16 2.17
H -4.33 5.04 -0.12
C 5.21 0.22 -1.76
C 4.09 -0.69 -2.18
C 4.57 -1.99 -2.78
O 3.33 -1.08 -1.00
H 4.89 1.08 -1.16
H 5.68 0.69 -2.65
H 6.00 -0.31 -1.23
H 3.37 -0.15 -2.81
H 3.71 -2.64 -2.97
H 5.23 -2.49 -2.06
H 5.17 -1.85 -3.68
H 2.59 -0.46 -0.89
C -2.65 -0.56 3.91
C -2.81 0.95 4.06
C -3.57 1.34 5.32
O -1.53 1.59 4.15
H -3.58 -1.04 4.22
H -1.91 -0.94 4.61
H -2.41 -0.88 2.89
H -3.34 1.34 3.17
H -3.45 2.41 5.47
H -3.07 0.89 6.18
H -4.61 1.04 5.27
H -1.10 1.50 3.28
C -2.42 -4.95 -4.36
C -2.91 -5.38 -3.00
C -3.73 -4.35 -2.27
O -3.78 -6.51 -3.24
H -1.69 -4.14 -4.43
H -3.31 -4.59 -4.89
H -2.03 -5.81 -4.90
H -2.07 -5.71 -2.38
H -3.97 -4.65 -1.25
H -4.65 -4.10 -2.81
H -3.21 -3.38 -2.14
H -3.80 -7.03 -2.43
C 1.14 -2.03 5.61
C 2.26 -1.01 5.69
C 1.78 0.37 5.23
O 2.76 -0.97 7.03
H 1.48 -2.99 6.00
H 0.79 -2.22 4.59
H 0.26 -1.75 6.20
H 3.07 -1.35 5.04
H 2.65 1.00 5.03
H 1.13 0.84 5.97
H 1.25 0.20 4.30
H 2.07 -0.60 7.59
C 4.20 7.43 0.44
C 3.09 6.39 0.42
C 2.54 6.12 1.81
O 2.04 6.81 -0.46
H 3.80 8.40 0.73
H 4.69 7.48 -0.54
H 4.97 7.15 1.16
H 3.51 5.45 0.04
H 1.71 5.43 1.76
H 2.19 7.06 2.26
H 3.34 5.78 2.47
H 1.92 7.75 -0.34
C -5.80 -0.86 -5.69
C -4.47 -0.21 -5.29
C -3.46 -1.21 -4.77
O -3.88 0.35 -6.48
H -5.78 -1.26 -6.70
H -6.61 -0.13 -5.61
H -6.08 -1.70 -5.05
H -4.66 0.60 -4.58
H -3.16 -1.86 -5.58
H -3.82 -1.86 -3.97
H -2.64 -0.66 -4.31
H -4.57 0.50 -7.13
C 3.64 -3.38 2.81
C 4.61 -3.52 1.66
C 4.03 -4.39 0.56
O 4.97 -2.24 1.15
H 2.76 -2.81 2.52
H 4.05 -2.84 3.66
H 3.33 -4.37 3.16
H 5.56 -3.96 1.98
H 4.72 -4.45 -0.28
H 3.04 -4.03 0.27
H 3.94 -5.43 0.89
H 4.30 -1.97 0.51
C -0.27 -1.60 -6.43
C 0.86 -0.68 -6.89
C 1.08 -0.78 -8.39
O 0.56 0.67 -6.53
H -0.02 -2.65 -6.59
H -1.21 -1.44 -6.96
H -0.46 -1.44 -5.37
H 1.73 -1.02 -6.31
H 1.96 -0.18 -8.65
H 0.23 -0.30 -8.89
H 1.21 -1.81 -8.71
H -0.28 0.93 -6.92
```

Output
- ΔE to the lowest compared entry with this formula, charge and spin (eV) = 0.000
- net charge = 0
- Kohn-Sham gap (eV) = 8.985
- energy (eV) = -116822.6157
- highest occupied orbital energy (Ha) = -0.346